[1]
15
Properties=species:S:1:pos:R:3 method="wB97M-V/def2-TZVPD" gap_ev=10.758 lumo_ha=0.041 smiles=ClCCC1CC1 charge=0
Cl 2.283 -1.024 -0.077
H 0.143 2.052 0.085
C -0.545 0.102 0.473
H -2.677 -0.537 0.271
H 2.500 1.211 -0.536
H 2.200 0.949 1.167
H -0.312 -1.868 -0.817
H -1.869 0.053 -1.258
H -0.646 0.268 1.585
C -1.782 -0.338 -0.252
C 1.859 0.712 0.119
H 0.300 1.043 -1.305
H -1.066 -2.214 0.779
C 0.419 1.015 -0.255
C -0.806 -1.425 0.022

[2]
16
Properties=species:S:1:pos:R:3 method="wB97M-V/def2-TZVPD" gap_ev=9.340 lumo_ha=0.024 smiles=CCSSC.O charge=0
H 0.606 2.402 -0.521
H 2.055 2.112 0.433
H -1.422 1.563 -1.197
O 1.715 -0.119 3.339
H 2.284 -0.533 2.690
C 1.525 0.438 -0.727
H 0.595 1.375 0.988
C -2.193 0.818 -0.997
S -1.377 -0.410 0.077
C 1.128 1.658 0.074
S 0.244 -0.874 -1.004
H -2.547 0.331 -1.892
H 1.843 0.692 -1.732
H -3.016 1.379 -0.527
H 0.914 -0.644 3.451
H 2.294 -0.129 -0.206

[3]
13
Properties=species:S:1:pos:R:3 method="wB97M-V/def2-TZVPD" gap_ev="7.638 / 7.511" lumo_ha="-0.030 / -0.033" charge=0
H -0.441 -3.485 -0.523
C -1.138 1.856 0.639
H -0.587 -2.138 -1.398
C -0.006 0.934 0.369
H 1.426 2.114 -0.276
H 1.138 -2.528 -1.157
Cl 2.537 -0.007 0.190
H -1.371 2.305 -0.391
C 0.127 -2.547 -0.668
C 1.271 1.109 0.022
S -0.309 -1.675 0.892
H -0.733 2.756 1.162
H -1.915 1.306 1.139

[4]
14
Properties=species:S:1:pos:R:3 method="wB97M-V/def2-TZVPD" gap_ev=5.734 lumo_ha=0.143 charge=-1
N -0.537 -0.518 0.004
N -2.123 -2.280 -0.042
C -2.849 0.059 -0.403
H -1.163 -2.732 -0.290
S -4.125 0.732 0.164
C -0.931 1.834 -0.041
C 1.325 0.779 0.388
N -0.132 0.809 0.114
C -1.880 -0.808 -0.156
H 1.551 -0.308 0.194
H 1.686 1.233 1.362
H -2.829 -2.514 -0.822
H -0.433 2.807 -0.102
H 1.739 1.462 -0.397

[5]
17
Properties=species:S:1:pos:R:3 method="wB97M-V/def2-TZVPD" gap_ev=8.686 lumo_ha=0.030 smiles="CC/C=C/N.O" charge=0
H 2.332 0.769 -1.941
C -0.455 -0.049 -0.248
H 2.826 -0.072 1.290
C -2.867 0.641 0.504
H 0.017 0.172 -2.367
H 2.231 -0.140 -0.340
O 2.554 -0.967 1.579
N 1.759 0.553 -1.099
H -2.588 1.689 0.554
H 0.042 -0.179 0.726
H -1.956 -1.242 0.458
H -3.164 0.469 1.548
H -3.832 0.515 -0.018
C 0.347 0.315 -1.284
C -1.872 -0.327 -0.027
H -2.371 -0.522 -1.021
H 2.801 -1.071 2.506

[6]
38
Properties=species:S:1:pos:R:3 method="wB97M-V/def2-TZVPD" gap_ev=10.649 lumo_ha=0.005 smiles="O=CNC=O.O.O.O.O.O.O.O.O.O.O" charge=0
O 2.984 -0.142 -1.188
H 2.709 0.045 -0.278
H -2.074 1.328 -0.344
O 0.993 -2.078 2.157
H -2.637 -2.524 1.780
H 2.312 -1.951 -0.713
H 1.635 1.733 1.530
H 2.118 -3.308 -0.062
H 0.051 3.175 -2.522
C -2.632 -1.196 -0.923
O -1.721 2.235 -0.213
H -1.415 -2.175 -2.277
H -1.477 -0.194 1.473
H -1.079 -2.665 1.441
O -0.451 2.628 2.570
H 1.240 1.422 -2.633
H 2.562 0.605 -1.681
H -1.591 2.358 0.730
H 1.683 2.542 -2.017
H 0.402 -0.588 -2.298
H 1.381 -2.059 1.219
O 1.791 0.804 1.273
O -0.113 2.269 -2.232
O 2.010 2.002 -2.768
N -1.472 -1.366 -1.675
H -0.405 1.647 2.405
O -0.042 -0.124 -0.390
C -0.300 -0.616 -1.450
H -0.609 2.464 3.522
O -0.791 0.001 2.129
H -3.323 -2.015 -1.125
O -2.852 -0.190 -0.304
H -0.629 2.370 -1.376
H -0.377 -0.884 2.197
O -1.955 -2.390 1.129
H 1.525 -1.351 2.527
H 0.949 0.717 0.736
O 1.603 -2.529 -0.347

[7]
13
Properties=species:S:1:pos:R:3 method="wB97M-V/def2-TZVPD" gap_ev="7.936 / 7.941" lumo_ha="-0.066 / -0.066" charge=0
C 2.114 0.228 0.514
N -2.163 1.522 -0.441
C -1.414 0.561 -0.407
H 1.797 -1.965 0.945
C 1.540 -1.051 0.525
C -2.549 -1.774 -0.824
H 1.193 2.085 -0.020
O 0.262 -1.067 0.210
C -0.049 0.239 -0.080
N -3.054 -2.753 -1.102
C 1.064 1.031 0.071
H -1.884 2.374 -0.011
H 3.143 0.569 0.620

[8]
87
Properties=species:S:1:pos:R:3 method="wB97M-V/def2-TZVPD" gap_ev=5.999 lumo_ha=-0.040 charge=0
H 1.486 3.912 4.348
H 1.671 -4.911 -4.473
C -1.321 -1.189 4.542
H -1.850 1.885 3.228
H -3.317 1.025 -2.026
N -1.495 -0.458 -2.631
H 0.909 0.737 -3.019
H 0.213 -0.151 6.637
H 1.205 -3.320 -2.625
S 2.195 1.354 2.378
H 5.263 0.698 -0.830
H 0.852 -6.270 1.570
O 0.227 -1.437 -1.519
H -1.965 2.838 5.463
C 2.109 -3.166 1.385
C -0.303 -2.253 -3.691
H 0.814 2.720 1.425
H -1.209 -5.024 1.018
H -1.472 -1.212 3.464
Ti 0.038 -0.051 -0.095
C 0.208 -4.014 -5.780
H -0.260 -1.829 6.942
C 0.410 -1.188 6.364
H -1.955 -1.952 5.002
H 0.404 -4.695 -6.600
O 0.955 -0.663 3.981
H -1.635 -0.207 4.902
C -4.277 3.226 1.224
H -1.227 3.441 6.951
C 0.664 -3.255 -3.560
H 3.029 -5.014 1.813
C -2.453 2.102 2.356
O -1.053 0.662 1.147
N 1.951 0.462 -1.256
C 3.008 1.009 -3.324
N 0.163 2.338 -0.472
H 0.961 2.478 6.293
C -0.259 -3.116 0.932
C 0.195 2.674 5.540
O -1.980 -1.225 -5.106
C -3.944 2.579 0.054
H -1.318 -2.936 -6.851
C 4.321 0.715 -1.360
H -4.521 2.748 -0.850
C 2.107 -4.511 1.565
C -2.582 0.983 -1.226
H -0.248 4.199 4.078
H -3.793 3.459 3.307
C 0.192 4.424 0.275
H -5.113 3.911 1.252
C -0.530 -1.341 -2.560
C -1.172 2.658 6.191
C 4.252 1.002 -2.709
H -0.494 2.733 -2.417
H 0.540 4.801 5.552
C -1.026 -2.149 -4.892
H -1.362 1.699 6.673
H 3.166 0.223 0.392
C 1.892 0.737 -2.565
C 0.512 3.977 4.835
S 2.917 0.936 5.606
C -0.224 3.142 -1.456
N 0.956 -2.525 1.079
O 1.042 -1.191 0.946
C 0.885 -5.197 1.432
C 0.134 -1.433 4.894
C -3.526 2.971 2.377
C -0.223 4.478 -1.041
H -0.492 5.349 -1.613
P 1.588 0.792 4.204
H 5.149 1.216 -3.276
H -2.098 -0.718 -4.271
S -1.609 -2.167 0.564
C -0.260 -4.519 1.128
H 0.401 -2.466 4.662
N 0.399 3.139 0.577
N -1.544 0.258 -1.429
C 3.151 0.446 -0.667
H 1.441 -1.411 6.631
C 0.925 -4.136 -4.589
C -2.854 1.702 0.004
C -0.753 -3.036 -5.933
H 2.968 -2.521 1.489
H 2.897 1.221 -4.378
O 0.228 1.600 4.579
C -2.103 1.480 1.166
H 0.351 5.197 1.009

[9]
169
Properties=species:S:1:pos:R:3 method="wB97M-V/def2-TZVPD" gap_ev=7.986 lumo_ha=-0.141 charge=+1
C -8.560 -5.763 -4.920
H -0.150 5.820 6.973
H -4.811 -6.192 -6.427
H 4.192 2.033 -0.448
S 0.299 -0.248 3.356
H 0.041 2.028 2.386
H -2.735 -1.737 -5.687
C -8.958 -9.617 -4.469
H 0.751 -0.177 0.450
O 2.156 6.248 4.365
H -3.015 -0.428 -0.388
O 4.333 5.373 -7.283
H -1.515 3.532 -0.322
O -3.187 2.247 -0.553
H 2.974 2.492 -5.125
H 8.762 4.420 14.265
H 4.679 1.054 0.969
C 0.772 5.548 6.464
O 0.705 7.874 5.518
C 0.696 -4.426 -1.151
H 8.280 0.648 8.940
H -3.147 4.290 -0.361
C 1.868 -0.975 2.980
H -0.270 -3.615 -2.943
H 6.707 3.409 13.396
H -1.885 0.696 1.605
H -3.262 4.234 1.908
N 2.656 -0.041 2.518
H -9.638 -5.658 -4.879
O -6.742 -7.533 -5.520
O 1.959 5.317 -8.038
C 0.609 1.122 2.162
H 2.006 2.535 0.586
C 7.664 3.010 13.061
S -10.188 -2.188 -5.953
H 0.779 4.481 6.248
H 1.681 -4.242 -1.593
H 3.613 4.127 -5.146
H -11.829 -3.272 -7.240
H 7.405 2.195 9.053
F 3.582 1.957 -2.887
C 0.619 -4.226 0.375
C -0.135 9.271 3.685
C -7.651 -10.374 -4.332
S 3.215 4.668 -7.831
H 3.841 4.650 -10.078
H -7.141 -10.096 -3.410
C -2.558 3.441 -0.004
C 7.547 3.236 5.763
H -1.339 -3.736 -1.502
C 1.659 -3.235 0.944
C 2.814 2.140 1.210
H 3.604 -0.344 2.299
C 0.997 8.991 4.654
H 4.268 0.965 5.159
H 9.087 2.138 6.816
O -8.781 -8.200 -4.304
O 8.678 0.489 11.838
S -3.364 -4.424 -5.943
H -0.279 -2.954 -7.073
H -8.119 -5.640 -3.934
H 9.603 3.708 6.197
C -10.377 0.269 -3.801
C 0.102 0.646 0.781
O -8.939 -7.635 -6.699
H 8.561 4.909 12.569
C -1.352 0.088 0.859
H 0.110 1.444 0.027
C 1.408 -3.160 2.462
H 1.668 -4.143 2.867
C 2.828 3.482 -5.548
C 3.122 -3.619 0.647
H 7.875 2.126 13.666
H -0.793 -5.985 -1.616
H -1.356 -0.937 1.251
H 1.885 -0.452 -1.572
H 0.673 3.387 -5.640
H -8.137 -5.038 -5.610
H 9.725 3.664 12.993
O 7.486 2.641 11.683
H -0.375 -3.832 0.643
H 9.389 2.330 5.096
H -2.274 -1.432 -7.354
H -1.084 9.357 4.216
C 7.648 1.272 9.569
H -6.977 -10.147 -5.158
H -0.024 -2.469 -1.616
H -0.241 8.465 2.959
H -11.130 -1.720 -3.388
F 4.422 -0.030 -2.713
H 3.276 -3.890 -0.403
H 6.747 0.734 9.848
C -2.036 0.059 -0.517
O 6.738 2.132 5.303
H -11.218 -1.781 -8.025
H 3.377 2.947 1.682
H 0.676 -6.625 -0.824
H 1.317 3.965 -4.087
C 3.832 1.357 0.340
C 8.740 4.064 13.234
C -0.765 -2.457 -6.232
H -9.441 -9.829 -5.425
C 3.319 0.669 -2.685
H 4.678 -0.599 5.923
H -9.348 -0.059 -3.947
H 0.052 10.196 3.139
H 0.698 -6.133 -2.527
H 2.913 3.193 -9.636
H 1.640 5.819 7.060
H 0.339 -2.979 2.624
Br 2.251 2.481 3.947
H 1.138 9.851 5.307
C -0.330 -3.502 -1.855
O -9.065 -1.354 -6.249
H 5.539 -0.086 4.446
S 8.563 1.660 11.024
H -12.362 -0.538 -3.793
H 7.116 3.669 6.668
O -4.126 -3.776 -4.917
C 2.160 1.293 2.359
O 3.320 0.178 -0.287
O -10.055 -3.334 -5.102
H -10.471 0.648 -2.783
H -9.645 -9.931 -3.684
H -10.561 1.083 -4.504
O -2.236 -5.245 -5.621
C 0.297 -5.882 -1.537
H 7.494 3.996 4.985
C -2.254 1.431 -1.139
S 0.846 6.406 4.925
H -3.133 2.448 1.840
O -11.382 -1.280 -5.411
C 3.701 3.875 -9.327
S -8.167 -7.370 -5.523
H 1.821 1.293 -1.234
O 2.974 3.342 -6.969
H 1.503 -2.248 0.469
H -1.462 -0.581 -1.187
H 3.825 -2.802 0.850
C 2.492 0.446 -1.405
H 3.370 -4.523 1.223
H 4.633 3.342 -9.157
H 1.305 5.020 -5.503
C -4.451 -5.330 -6.989
H -5.283 -4.691 -7.270
H -1.645 3.438 1.965
C -11.353 -0.869 -4.034
O 2.278 -2.175 3.115
O 5.621 1.704 7.454
O -2.913 -3.330 -7.019
H -3.899 -5.661 -7.866
C -10.950 -2.674 -7.465
C -2.663 3.392 1.555
H -0.230 -1.533 -6.006
H 0.768 -5.193 0.879
H -10.225 -3.263 -8.024
O 9.716 2.422 10.653
C 1.449 3.992 -5.170
F 2.561 0.266 -3.711
C -2.219 -2.164 -6.550
H -7.833 -11.449 -4.330
C 8.992 2.832 5.980
O -0.329 6.091 4.168
H 1.938 8.827 4.128
S 6.280 1.043 6.371
O -1.666 1.746 -2.101
C 5.065 0.253 5.366
H -0.676 -3.120 -5.370
O 7.354 0.129 6.593

[10]
15
Properties=species:S:1:pos:R:3 method="wB97M-V/def2-TZVPD" gap_ev=9.792 lumo_ha=0.020 smiles="O=CN[C@@H](C=O)CO" charge=0
C 1.088 1.491 -1.205
O -2.511 -0.973 -0.280
H 1.212 2.572 -1.477
N -0.052 1.216 -0.391
C 1.023 -0.659 0.850
H -0.713 1.951 -0.136
H -2.074 0.528 1.046
O 1.918 0.660 -1.355
C -0.219 -0.175 -0.010
H 1.950 -0.337 0.472
H -1.531 -1.373 1.345
H -2.654 -0.530 -1.217
O 0.874 -1.158 1.882
C -1.534 -0.447 0.622
H -0.223 -0.809 -0.810

So what do the calculations give for molecular weight? Going down the list: 104.580 126.246 122.620 128.180 89.138 253.201 120.111 788.737 1390.587 117.104 g mol⁻¹.